49
Properties=species:S:1:pos:R:3:forces:R:3:lowdin_charge:R:1 method="wB97M-V/def2-TZVPD" total_charge=0 homo_lumo_gap_ev="4.8 / 7.1" spin_multiplicity=6
Mn 0.2639 -0.0189 -0.2521 0.1 0.6 0.7 0.78
O 3.0595 0.4437 -1.7301 0.3 -0.5 0.4 -0.08
O -2.0810 1.8927 -1.4136 -0.5 -0.7 0.3 -0.09
O -4.1272 -0.2590 -1.1688 -0.9 -0.9 -0.5 -0.16
O 0.5283 -1.8179 -1.6685 0.4 -0.9 -0.7 -0.09
O 0.9956 1.8646 1.2660 0.0 0.7 -0.1 -0.07
N 1.7248 0.8606 -1.5134 0.2 -0.4 0.8 -0.12
N -1.0390 -0.5153 1.4756 -0.2 0.6 -1.4 0.00
N -0.7790 1.3594 -1.5563 0.0 -0.7 0.3 -0.09
N 1.5263 -1.1812 1.1822 0.3 -0.1 -1.8 -0.01
C -0.4080 -1.0003 2.5930 1.9 -0.4 0.0 -0.23
C -3.1248 -0.4403 2.6548 -0.1 0.5 -1.1 -0.10
C -2.5040 -0.9187 3.8108 1.6 -0.5 0.6 -0.09
C 1.3754 1.8030 -2.3758 -1.5 0.2 0.2 -0.33
C -3.3468 -1.4058 -1.5729 -0.2 -0.1 0.0 -0.13
C -0.0170 2.1573 -2.3099 1.3 -0.3 0.1 -0.32
C -1.1374 -1.2132 3.7833 -1.0 0.4 0.2 -0.03
C -0.5603 3.3466 -3.0248 -0.2 0.5 -0.3 -0.04
C 2.3559 2.4141 -3.3119 0.2 0.4 -0.6 -0.04
C 1.0280 -1.3298 2.4473 -2.2 0.3 0.4 -0.23
C 1.8223 -1.8888 3.4763 1.0 -0.5 -0.4 -0.03
C 3.5085 -2.3637 1.8153 0.1 0.2 -1.7 -0.11
C -2.3582 -0.2301 1.5078 0.1 -0.4 1.1 -0.14
C 2.6947 -1.7699 0.8437 0.1 -0.4 1.6 -0.16
C 3.0819 -2.3901 3.1443 -1.3 0.5 1.2 -0.10
H -5.0694 -0.5230 -1.2587 1.0 0.6 0.2 0.11
H 3.3520 0.0709 -0.8814 -0.3 0.2 -0.3 0.07
H -4.1816 -0.2087 2.6345 0.0 0.0 0.0 0.09
H 2.8096 3.3373 -2.9111 -0.1 -0.3 0.0 0.09
H -3.0558 -1.0393 4.7421 0.0 -0.1 -0.3 0.10
H 0.1944 4.1394 -3.1337 -0.2 -0.3 0.0 0.08
H -2.6792 1.1239 -1.2519 0.6 0.7 -0.3 0.05
H 0.9331 -1.7501 -2.5622 -0.4 0.1 0.9 0.09
H -1.4229 3.7658 -2.4904 0.3 -0.2 -0.2 0.07
H -2.8178 0.1688 0.5985 0.3 -0.2 0.5 0.08
H 1.4296 -1.9581 4.4921 0.3 0.0 -0.3 0.10
H 4.4513 -2.8119 1.5065 -0.2 0.1 0.1 0.09
H 1.7413 2.3190 0.8262 -0.6 -0.3 0.2 0.06
H -2.9200 -1.8877 -0.6838 0.1 0.2 -0.2 0.07
H 1.8454 2.6840 -4.2442 0.2 0.0 0.1 0.08
H 0.7718 -2.7002 -1.3217 -0.2 0.7 -0.2 0.08
H 2.9615 -1.8407 -0.2208 -0.1 0.3 0.4 0.10
H 3.1771 1.7192 -3.5372 -0.4 0.3 0.0 0.08
H 0.3048 2.5420 1.3969 0.5 -0.4 -0.1 0.07
H -2.5635 -1.0609 -2.2595 -0.1 -0.2 0.3 0.08
H -0.8912 3.0605 -4.0366 0.0 0.2 0.2 0.09
H -0.6042 -1.5823 4.6626 -0.4 0.1 -0.3 0.10
H 3.7161 -2.8100 3.9209 -0.1 0.0 -0.1 0.10
H -3.9649 -2.1566 -2.0897 0.2 0.3 0.1 0.09



47
Properties=species:S:1:pos:R:3:forces:R:3:lowdin_charge:R:1 method="wB97M-V/def2-TZVPD" total_charge=+3 homo_lumo_gap_ev=8.3
Y 0.5816 0.5000 -0.7605 0.2 0.3 0.5 0.99
S -1.3304 1.1353 1.2568 -0.1 -0.1 -0.1 0.84
S 2.1491 -1.5833 0.4526 0.1 0.0 0.0 0.86
S 1.9381 1.6416 1.6923 -0.1 -0.1 -0.3 0.87
S -1.6023 0.8251 -2.3157 -0.2 0.1 -0.1 0.70
S -1.0472 -1.7903 -0.4740 0.0 -0.1 0.0 0.83
N -2.3004 1.8979 -4.6133 0.0 0.0 0.0 0.18
N -0.0683 2.0898 -4.1008 -0.1 0.0 0.0 0.09
C 0.6647 2.0370 2.9222 -0.1 0.0 0.0 -0.47
C 2.4014 2.7602 -1.4156 0.0 -0.3 0.0 -0.08
C -0.5622 1.1458 2.9074 0.0 0.0 0.0 -0.47
C 1.1086 -3.0733 0.5440 0.0 0.0 0.0 -0.47
C 3.1981 1.6068 -1.4909 -0.1 0.1 -0.1 -0.09
C 2.8729 0.2499 2.3980 0.0 0.0 0.0 -0.46
C 1.2932 2.9054 -2.2521 0.2 0.0 0.0 -0.02
C 2.2804 -1.1367 2.2174 0.0 0.0 0.0 -0.46
C -0.3440 -2.7782 0.8765 0.1 0.0 0.0 -0.46
C 1.0228 1.9190 -3.2046 0.1 -0.2 0.0 -0.32
C 1.8250 0.7766 -3.2955 -0.1 0.0 -0.2 -0.04
C -1.3054 1.6783 -3.7850 0.1 -0.1 0.0 -0.72
C -2.6067 -1.1662 0.2159 0.0 0.0 0.1 -0.48
C -2.4912 -0.2662 1.4396 0.0 0.0 0.0 -0.44
C 2.9090 0.6119 -2.4309 0.0 0.2 0.0 -0.08
H -3.2170 -2.0353 0.4662 0.0 0.0 0.0 0.11
H 1.6155 0.0375 -4.0604 0.0 0.0 0.0 0.15
H -2.1630 -0.8219 2.3167 0.0 0.0 0.0 0.08
H 0.3982 3.0752 2.7177 0.0 0.0 0.0 0.10
H 4.0645 1.5102 -0.8480 0.0 0.0 0.0 0.14
H -3.2331 1.5946 -4.3724 0.0 0.0 0.0 0.14
H -2.1837 2.3718 -5.4992 0.0 0.0 0.0 0.15
H 1.3016 -1.2218 2.6848 0.0 0.0 0.0 0.07
H 0.1032 2.5795 -4.9719 0.0 0.0 0.0 0.19
H 3.5431 -0.2612 -2.5256 0.0 0.0 0.0 0.14
H -0.4383 -2.2484 1.8236 0.0 0.0 0.0 0.07
H 2.6474 3.5398 -0.7064 0.0 0.0 0.0 0.13
H 0.6737 3.7934 -2.2060 0.0 0.0 0.0 0.15
H -0.9057 -3.7103 0.9474 0.0 0.0 0.0 0.11
H -3.1005 -0.6657 -0.6156 0.0 0.0 0.0 0.05
H -0.3267 0.1222 3.1954 0.0 0.0 0.0 0.07
H 3.0108 0.4637 3.4589 0.0 0.0 0.0 0.11
H 1.5571 -3.7354 1.2850 0.0 0.0 0.0 0.11
H 2.9452 -1.8732 2.6712 0.0 0.0 0.0 0.11
H -1.3037 1.5358 3.6056 0.0 0.0 0.0 0.11
H 1.1382 2.0218 3.9045 0.0 0.0 0.0 0.11
H 3.8609 0.3143 1.9387 0.0 0.0 0.0 0.09
H -3.4738 0.1498 1.6609 0.0 0.0 0.0 0.11
H 1.2092 -3.5642 -0.4251 0.0 0.0 0.0 0.10



47
Properties=species:S:1:pos:R:3:forces:R:3:lowdin_charge:R:1 method="wB97M-V/def2-TZVPD" total_charge=0 homo_lumo_gap_ev=7.3
O 5.7858 3.3123 -1.4395 -0.4 -0.3 0.2 -0.14
O -2.5602 -4.0563 4.8176 -0.9 -0.7 -0.6 -0.15
N -1.6584 -0.3567 -0.4131 -2.7 1.2 -0.2 0.01
N 0.6483 -0.3291 -0.2959 0.5 3.0 -0.6 0.07
N 3.2334 2.1647 -0.8908 -0.8 -0.7 0.8 -0.06
N -1.6371 -1.6906 -0.1696 0.7 -1.5 0.7 0.03
N -2.5915 -4.1017 1.9617 -0.2 -0.3 -0.6 -0.14
N 1.8815 0.2615 -0.4924 -0.1 1.1 0.2 0.11
C -4.0902 -1.6140 0.0983 0.3 0.1 0.1 -0.05
C 0.7266 2.3540 -0.7823 -2.1 -0.6 -0.2 0.02
C 4.3476 1.2730 -1.3656 0.1 0.7 0.3 -0.12
C -1.4848 -3.4433 2.7122 -1.1 -0.3 -0.2 -0.15
C -2.6737 -3.7844 0.4834 1.3 0.5 1.0 -0.13
C -1.3220 -4.0442 4.1286 -0.1 0.0 -0.9 -0.21
C 5.7536 1.8987 -1.1728 -0.6 0.3 -0.1 -0.18
C -2.7395 -2.3019 0.1356 0.0 1.0 -0.7 -0.31
C 3.3975 3.6327 -1.0079 0.8 -1.0 -0.6 -0.14
C -0.5541 0.3021 -0.4816 0.8 -1.0 0.1 -0.34
C -3.5415 -4.8342 4.0702 0.1 -0.3 0.3 -0.18
C -0.5103 1.7298 -0.7499 2.6 -0.3 0.5 0.04
C 1.9383 1.5850 -0.6613 1.2 -2.0 -0.5 -0.26
C -3.8666 -4.1921 2.7201 1.7 -0.4 -0.1 -0.17
C 4.8272 3.9978 -0.6284 0.1 -0.7 0.1 -0.19
H 4.9899 3.7418 0.4203 0.0 -0.3 0.2 0.12
H -4.1634 -0.9145 -0.7580 0.1 -0.5 0.5 0.08
H 6.4826 1.4062 -1.8539 -0.6 0.4 0.4 0.13
H -4.2010 -1.0161 1.0047 -0.1 0.1 0.0 0.07
H -3.1763 -5.8797 3.8772 0.1 0.9 0.2 0.13
H 5.0025 5.0637 -0.6743 0.1 0.2 -0.5 0.12
H -4.8996 -2.3500 0.0926 0.1 0.1 -0.1 0.07
H -4.5700 -4.8239 2.1872 0.0 -0.2 -0.2 0.12
H 3.2041 3.9746 -2.0210 0.0 0.0 -0.5 0.12
H -3.4872 -4.3299 0.0031 -0.2 0.0 0.4 0.11
H 0.5508 -1.3077 -0.2089 0.6 -1.2 0.1 0.11
H -1.7158 -2.3828 2.8683 0.1 0.2 -0.1 0.11
H -4.4546 -4.9561 4.6872 0.6 0.4 -0.1 0.12
H -4.3309 -3.2369 2.8564 -0.4 0.9 0.3 0.10
H 4.2246 1.0711 -2.4208 -0.3 -0.1 -0.5 0.11
H 4.3777 0.2991 -0.8464 -0.5 0.6 -0.1 0.11
H -0.9330 -5.0703 4.0802 0.1 0.1 -0.1 0.12
H -0.6251 -3.4047 4.6852 -0.2 -0.2 0.0 0.12
H 2.7297 4.2041 -0.3912 -0.4 -0.2 0.7 0.11
H 0.7516 3.4064 -1.0166 0.1 0.1 0.1 0.10
H 6.0583 1.7105 -0.1407 0.2 0.2 0.1 0.11
H -0.5694 -3.5281 2.1100 -0.2 0.0 0.3 0.12
H -1.7364 -4.1333 0.0226 -0.2 -0.1 0.3 0.11
H -1.4521 2.2099 -0.8786 -0.4 0.5 -0.1 0.10



no.,electronic energy (eV)
1,-63457.944
2,-74122.786
3,-28976.223